No. 1
Computed, not measured: a molecular structure, C16H24AlI2IrN2O3S2 at a distorted geometry, with wB97M-V/def2-TZVPD.

Geometry as XYZ:
```
51
Properties=species:S:1:pos:R:3:forces:R:3
I -0.581495 -3.476310 -0.338674 0.9 -1.4 -1.2
I -0.502140 -1.980474 -4.023639 -0.2 -0.4 -0.4
Ir -0.072484 0.584889 -3.125199 -0.5 -0.9 1.8
Al -0.212231 -0.225030 -0.073168 0.4 -0.2 0.6
S 1.173082 -0.968088 -1.688996 0.7 0.5 -0.9
S -1.718383 -0.491330 -1.725698 -0.8 0.6 -0.1
C 1.533039 0.192964 1.290762 4.7 0.0 3.9
C 3.098250 -0.686377 -1.775788 1.1 -0.5 0.1
C -3.440805 0.395027 -1.529077 -1.4 -0.2 -0.5
C 3.543737 -1.062130 -3.175627 -0.5 0.0 -0.2
C 3.386184 0.750294 -1.426024 -0.5 0.1 -0.1
C 3.577089 -1.695606 -0.757193 0.0 -0.4 0.2
C -4.063559 0.194956 -2.892691 0.3 -0.2 -0.4
C -3.267111 1.840242 -1.152101 0.8 -0.1 0.0
C -4.170735 -0.447828 -0.510076 0.3 -0.5 0.3
C 1.277837 1.497670 -4.042460 5.3 4.1 -3.9
C -1.142329 1.897432 -3.934128 -3.8 6.0 -3.3
O 2.411851 0.237439 2.050835 -4.6 -0.1 -3.7
O 2.033571 2.205298 -4.595678 -3.7 -3.6 2.7
O -1.678989 2.838284 -4.395325 2.7 -5.1 2.4
H 3.213803 -0.320118 -3.908631 0.1 -0.2 -0.1
H 3.178534 -2.060559 -3.443358 0.2 0.1 -0.1
H 4.641875 -1.078438 -3.206902 -0.2 0.0 0.1
H 2.962118 1.402659 -2.200495 0.4 0.1 0.4
H 4.481752 0.888216 -1.385910 -0.4 0.0 0.0
H 2.944815 0.996634 -0.454203 0.4 0.3 -0.2
H 3.229431 -1.469626 0.251616 0.0 -0.1 0.0
H 4.669323 -1.688846 -0.716222 0.0 0.1 -0.1
H 3.262083 -2.705725 -1.043028 0.2 0.1 0.2
H -5.117514 0.506793 -2.842494 0.3 -0.1 -0.2
H -3.979805 -0.858242 -3.179737 -0.5 0.1 0.0
H -3.532587 0.753121 -3.665034 -0.3 0.3 0.0
H -4.264089 2.301880 -1.027573 0.4 -0.2 -0.1
H -2.715450 2.359492 -1.948550 -0.3 0.2 0.4
H -2.717395 1.891055 -0.205890 -0.3 0.4 -0.2
H -5.209076 -0.103195 -0.409759 0.3 0.1 -0.1
H -3.686535 -0.394428 0.466300 -0.3 0.0 0.0
H -4.201532 -1.492372 -0.843055 -0.1 0.1 0.2
N -1.684204 -1.717343 1.935142 0.7 -0.5 -1.2
C -1.853296 -0.409032 2.078412 -0.2 0.7 0.9
C -2.625972 -0.006884 3.161972 -0.3 0.0 0.8
C -2.797037 1.327258 3.432486 0.4 -1.1 0.4
C -2.041557 2.248847 2.681068 0.9 0.7 -0.7
C -1.176856 1.825176 1.694000 -0.7 0.9 0.4
N -1.196154 0.504014 1.301890 0.2 -1.2 0.3
H -1.232757 -2.177198 1.132912 -0.6 1.0 1.1
H -2.161875 -2.365555 2.523723 -0.5 -0.2 0.6
H -2.928466 -0.842465 3.813790 -0.4 0.9 -0.2
H -3.351620 1.606496 4.328416 0.0 0.3 -0.4
H -2.087227 3.295753 2.947989 0.2 0.1 0.0
H -0.438508 2.482509 1.174870 -0.9 -0.4 0.5
```
Forces are in eV/Å.

spin multiplicity = 5
Kohn-Sham gap (spin up / spin down) = 6.76 / 3.35 eV
⟨S²⟩ = 6.016
maximum force = 7.8 eV/Å
E_LUMO (spin up / spin down) = -13.87 / -17.25 eV
total charge = +4

No. 2
Computed, not measured: a molecular structure, C16H24AsN4NaOS at a distorted geometry, with wB97M-V/def2-TZVPD.

Geometry as XYZ:
```
48
Properties=species:S:1:pos:R:3:forces:R:3
Na 0.830172 0.638675 0.279148 -1.6 -1.2 -0.5
N -1.672688 -2.961551 -0.516322 0.1 0.0 -0.1
C -2.274452 -1.812901 -1.012920 -0.1 0.3 0.0
C -3.333618 -1.992495 -1.917396 0.0 0.0 -0.1
C -3.962269 -0.884718 -2.439468 0.1 0.0 0.1
C -3.544174 0.378924 -2.037832 0.0 0.1 0.0
C -2.519871 0.453402 -1.115740 0.0 0.0 -0.1
N -1.885793 -0.606563 -0.609007 0.2 -0.2 0.0
C -0.586158 -3.150096 0.329217 0.0 0.1 0.2
C -0.442221 -4.411028 0.927885 0.0 0.0 0.0
C 0.583899 -4.606015 1.826239 -0.1 0.1 -0.1
C 1.454588 -3.555546 2.094907 0.1 0.0 0.0
C 1.260381 -2.369110 1.415926 0.1 -0.1 0.0
N 0.268940 -2.162800 0.544293 0.0 0.2 0.1
H -2.142029 -3.812375 -0.771294 0.0 0.0 0.0
H -3.638069 -2.992188 -2.202469 0.0 0.0 0.0
H -4.773437 -0.999493 -3.146115 0.0 0.0 0.0
H -4.007230 1.276145 -2.423130 0.0 0.0 0.0
H -2.174382 1.416870 -0.756302 0.0 0.0 0.0
H -1.142569 -5.205289 0.700082 0.0 0.0 0.0
H 0.699225 -5.561661 2.320207 0.0 0.0 0.0
H 2.262665 -3.658101 2.804822 0.0 0.0 0.0
H 1.941347 -1.534248 1.560140 0.0 0.0 0.1
C 4.655866 -0.559112 -1.370987 -0.2 0.0 0.0
C 3.634409 -1.331005 -2.204743 0.0 0.1 0.2
As 1.821240 -0.572922 -2.007158 0.5 -0.2 -0.9
C 0.864230 -1.870212 -3.153635 -0.1 0.0 0.0
C 1.478439 -2.213780 -4.505800 0.0 0.1 0.1
C 2.047960 0.902946 -3.291982 -0.1 0.1 -0.1
C 0.756840 1.693791 -3.490291 0.1 -0.1 0.1
H 5.652453 -0.992510 -1.466180 0.0 0.0 0.0
H 4.378851 -0.565025 -0.314835 0.1 0.0 0.0
H 4.708982 0.482321 -1.693215 0.0 0.0 0.0
H 3.597945 -2.375359 -1.884424 0.0 0.0 0.0
H 3.917740 -1.311682 -3.258408 -0.1 0.0 0.0
H -0.139017 -1.468702 -3.306031 -0.1 0.0 0.1
H 0.756349 -2.776227 -2.551238 -0.1 0.0 0.1
H 1.576882 -1.325353 -5.130971 0.0 0.0 0.0
H 0.840792 -2.922438 -5.038612 0.0 0.0 0.0
H 2.462077 -2.671661 -4.400215 0.0 0.0 0.0
H 2.423571 0.519312 -4.242913 0.1 -0.1 0.1
H 2.805028 1.566421 -2.869293 0.0 -0.1 0.0
H -0.063722 1.038797 -3.791657 -0.1 0.0 0.0
H 0.873066 2.462102 -4.256202 0.0 0.0 0.0
H 0.498354 2.189921 -2.553940 -0.1 0.0 0.0
O 2.114175 1.280585 1.740524 1.0 0.3 1.0
S 2.454756 2.503683 0.925005 0.0 0.0 0.2
N 1.647076 2.678339 -0.282024 0.2 0.7 -0.4
```
Forces are in eV/Å.

energy relative to the best compared isomer or geometry (same formula, charge and spin) = 15.2 kcal per mole
Kohn-Sham gap = 8.40 eV
maximum force = 2.1 eV/Å
E_LUMO = 0.24 eV
total charge = 0

No. 3
Computed, not measured: a molecular structure, C16H24AsN5O3ReS5, with wB97M-V/def2-TZVPD.

Geometry as XYZ:
```
55
Properties=species:S:1:pos:R:3:forces:R:3
Re 0.109436 0.280778 -0.176004 -0.1 0.0 0.2
S -1.381106 -3.009740 3.298778 -0.2 0.0 0.1
As -1.529883 -1.284511 2.001913 0.7 -0.3 0.0
S -0.188212 0.346885 2.308548 -0.1 0.1 -0.1
S -1.069209 -1.668876 -0.107064 -0.1 0.3 -0.3
S -3.270084 -1.959642 2.970129 -0.3 -0.1 0.2
C 4.328078 -2.874230 -2.102832 0.0 -0.1 0.0
C 2.898067 -2.708500 -2.571724 -0.1 0.1 0.1
N 2.209253 -1.814638 -1.630854 0.0 0.0 -0.2
C 2.811346 -0.828803 -0.973747 0.0 0.1 0.3
N 2.030654 -0.062022 -0.110946 0.3 0.1 0.1
C 2.799660 0.772949 0.862964 -0.1 -0.1 -0.2
C 3.899508 1.499307 0.121730 0.0 0.1 0.0
C 4.846622 0.477486 -0.447862 0.0 -0.2 -0.1
N 4.108180 -0.623582 -1.097838 0.2 0.0 -0.1
C 4.954542 -1.509463 -1.931053 -0.1 0.1 0.1
H 4.902615 -3.446468 -2.828913 0.0 0.0 0.0
H 4.345179 -3.419921 -1.157819 0.0 0.0 0.0
H 2.360888 -3.653600 -2.575775 0.0 0.0 0.0
H 2.853853 -2.285741 -3.577176 0.0 0.0 0.0
H 1.252635 -2.005010 -1.382843 0.0 -0.1 0.0
H 3.178952 0.117055 1.650247 0.1 0.0 0.0
H 2.120073 1.488823 1.315794 0.0 0.0 0.0
H 4.435815 2.166597 0.794985 0.0 0.0 0.0
H 3.457200 2.107607 -0.670365 0.0 0.0 0.0
H 5.462166 0.033049 0.337086 0.0 0.0 0.0
H 5.514273 0.902206 -1.196757 0.0 0.0 0.0
H 5.918659 -1.576196 -1.429049 0.0 0.0 0.0
H 5.112955 -1.013606 -2.890933 0.0 0.0 0.0
C -1.159452 4.207085 2.473103 0.0 0.0 0.0
C -0.872724 4.844299 1.121694 0.0 0.0 0.0
C -1.439906 4.065581 -0.090677 0.0 -0.1 0.1
C -1.127169 4.833383 -1.393181 0.0 0.0 0.0
C -1.610110 4.140183 -2.657884 0.0 0.0 0.0
C -2.957612 3.959970 0.072927 0.0 0.0 0.0
O -3.663707 4.922177 0.010215 0.0 0.0 0.0
N -3.507531 2.698717 0.364831 0.1 -0.1 0.0
C -2.843759 1.505879 0.355579 0.2 0.2 -0.2
O -3.313624 0.453176 0.726662 0.0 0.0 0.1
N -1.527272 1.580361 -0.127625 -0.6 -0.1 0.0
C -0.836003 2.708253 -0.150639 0.2 0.1 -0.1
O 0.407506 2.454018 -0.240135 0.0 0.0 0.0
H -0.710931 4.795339 3.271802 0.0 0.0 0.0
H -0.750294 3.195996 2.547546 0.0 0.0 0.0
H -2.230299 4.154335 2.679701 0.0 0.0 0.0
H 0.201025 4.951418 0.959633 0.0 0.0 0.0
H -1.313035 5.840423 1.069797 0.0 0.0 0.0
H -0.050010 5.003858 -1.422800 0.0 0.0 0.0
H -1.613288 5.803240 -1.289452 0.0 0.0 0.0
H -1.145830 3.158201 -2.786761 0.0 0.0 0.0
H -1.359481 4.732055 -3.536556 0.0 0.0 0.0
H -2.694098 4.008494 -2.657508 0.0 0.0 0.0
H -4.489722 2.677966 0.614949 0.0 0.0 0.0
S -0.073158 0.442672 -3.648088 0.0 0.0 -0.5
C 0.042018 0.325549 -2.153001 0.0 -0.2 0.4
```
Forces are in eV/Å.

energy relative to the best compared isomer or geometry (same formula, charge and spin) = 5.0 kcal per mole
spin multiplicity = 2
Kohn-Sham gap (spin up / spin down) = 6.51 / 5.86 eV
⟨S²⟩ = 0.760
maximum force = 0.8 eV/Å
E_LUMO (spin up / spin down) = -8.02 / -8.70 eV
total charge = +2